No. 1
72
Properties=species:S:1:pos:R:3:mulliken_charge:R:1 method="wB97M-V/def2-TZVPD" e_lumo_ev=-3.052 orbital_gap_ev=8.2 e_tot_ev=-38787.28529 charge=+1 smiles="CCCCCCCCCCOC(=O)Cn1c(COc2ccccc2C)[n+](C)c2ccccc21" e_above_lowest_kcal_mol=4.0
C -2.213 -0.190 4.963 -1.441
C -2.152 0.624 3.676 -0.672
C -1.959 -0.238 2.428 1.426
C -3.129 -1.181 2.147 -1.077
C -3.034 -1.817 0.758 -0.206
C -3.486 -0.865 -0.349 0.480
C -3.318 -1.423 -1.764 -1.508
C -1.851 -1.649 -2.152 0.700
C -1.420 -3.113 -2.030 -0.728
C 0.096 -3.271 -2.039 -0.755
O 0.640 -2.800 -0.789 -0.336
C 1.323 -1.684 -0.775 1.366
O 1.630 -0.990 -1.704 -0.606
C 1.745 -1.333 0.676 -1.161
N 2.707 -0.269 0.627 0.268
C 2.452 1.040 0.495 0.224
C 1.122 1.708 0.618 0.736
O 0.719 2.035 -0.691 -0.410
C -0.636 2.235 -0.920 0.758
C -1.514 2.661 0.063 -0.670
C -2.850 2.861 -0.250 -0.542
C -3.299 2.637 -1.538 -0.868
C -2.412 2.218 -2.515 -0.538
C -1.071 2.007 -2.230 1.018
C -0.098 1.569 -3.276 -1.428
N 3.572 1.705 0.210 0.309
C 3.669 3.119 -0.043 -0.935
C 4.613 0.803 0.151 0.544
C 5.971 0.961 -0.098 -0.949
C 6.743 -0.182 -0.096 -0.618
C 6.190 -1.443 0.144 -0.817
C 4.843 -1.610 0.398 -0.613
C 4.058 -0.464 0.402 1.004
H -2.269 0.471 5.823 0.443
H -1.326 -0.813 5.068 0.332
H -3.089 -0.833 4.974 0.320
H -1.323 1.335 3.747 0.325
H -3.072 1.201 3.569 0.358
H -1.046 -0.833 2.542 0.054
H -1.833 0.425 1.567 -0.943
H -3.141 -1.969 2.901 0.481
H -4.066 -0.628 2.227 0.313
H -3.662 -2.710 0.728 0.382
H -2.001 -2.130 0.590 -0.093
H -2.933 0.074 -0.283 -0.669
H -4.541 -0.630 -0.193 0.491
H -3.872 -2.357 -1.860 0.472
H -3.763 -0.706 -2.454 0.399
H -1.222 -1.021 -1.518 -0.697
H -1.684 -1.327 -3.181 0.576
H -1.805 -3.549 -1.108 0.271
H -1.826 -3.686 -2.865 0.444
H 0.551 -2.709 -2.859 0.364
H 0.380 -4.323 -2.102 0.400
H 0.855 -1.041 1.238 -0.440
H 2.183 -2.211 1.152 0.491
H 0.395 1.043 1.101 -0.885
H 1.228 2.613 1.239 0.557
H -1.171 2.855 1.069 0.363
H -3.530 3.193 0.518 0.446
H -4.339 2.789 -1.782 0.423
H -2.763 2.046 -3.521 0.462
H -0.620 1.230 -4.167 0.422
H 0.537 0.769 -2.900 0.120
H 0.551 2.399 -3.552 0.392
H 2.771 3.462 -0.553 0.320
H 3.797 3.671 0.890 0.320
H 4.529 3.306 -0.683 0.403
H 6.407 1.929 -0.281 0.381
H 7.801 -0.104 -0.286 0.417
H 6.834 -2.307 0.129 0.424
H 4.430 -2.588 0.578 0.402

No. 2
79
Properties=species:S:1:pos:R:3:mulliken_charge:R:1 method="wB97M-V/def2-TZVPD" e_lumo_ev=0.681 orbital_gap_ev=9.7 e_tot_ev=-53681.55552 smiles="CC(=O)OC[C@H]1O[C@@H](O/N=C/[C@@H](C)[C@H](OCc2ccccc2)C(C)C)[C@H](OC(C)=O)[C@@H](OC(C)=O)[C@@H]1OC(C)=O" e_above_lowest_kcal_mol=0.0
C 2.615 4.531 1.685 -1.207
C 2.356 3.052 1.724 1.042
O 1.394 2.528 2.214 -0.562
O 3.362 2.371 1.137 -0.414
C 3.242 0.957 1.080 -0.521
C 3.354 0.448 -0.369 -0.554
O 3.132 -0.950 -0.413 -0.575
C 1.802 -1.331 -0.623 -0.869
O 0.947 -0.763 0.327 0.869
N 0.434 -1.717 1.227 -0.837
C -0.200 -1.224 2.200 -0.656
C -0.891 -2.130 3.160 0.106
C -0.613 -1.692 4.595 -1.712
C -2.405 -2.088 2.820 0.182
O -2.904 -0.800 3.122 -0.436
C -3.702 -0.198 2.120 -1.189
C -2.899 0.300 0.942 1.002
C -2.059 1.397 1.097 -0.968
C -1.312 1.867 0.033 -0.411
C -1.399 1.244 -1.201 -0.125
C -2.220 0.140 -1.362 -0.564
C -2.964 -0.331 -0.293 -0.494
C -3.191 -3.210 3.560 0.308
C -4.061 -2.651 4.684 -1.445
C -4.050 -4.009 2.579 -1.620
C 1.302 -0.918 -2.021 1.074
O 1.497 -1.986 -2.933 -0.550
C 0.601 -2.117 -3.931 0.847
C 1.049 -3.161 -4.906 -1.338
O -0.403 -1.461 -4.016 -0.525
C 2.053 0.330 -2.507 -0.568
O 1.230 1.080 -3.389 -0.150
C 1.309 0.815 -4.705 0.838
C 0.241 1.558 -5.450 -1.326
O 2.117 0.069 -5.189 -0.587
C 2.415 1.217 -1.314 1.378
O 3.106 2.361 -1.796 -0.467
C 2.515 3.559 -1.689 0.899
C 3.405 4.628 -2.261 -1.508
O 1.439 3.746 -1.189 -0.516
H 3.660 4.728 1.471 0.316
H 1.994 4.958 0.899 0.187
H 2.322 4.975 2.632 0.420
H 2.272 0.668 1.497 0.023
H 4.045 0.517 1.678 0.368
H 4.380 0.594 -0.728 0.733
H 1.793 -2.424 -0.532 0.599
H -0.315 -0.152 2.342 0.508
H -0.536 -3.150 2.987 0.596
H -1.060 -0.718 4.769 0.317
H 0.459 -1.629 4.766 0.501
H -1.034 -2.404 5.299 0.343
H -2.484 -2.266 1.738 0.374
H -4.181 0.647 2.625 0.443
H -4.484 -0.891 1.779 0.308
H -1.993 1.882 2.060 0.381
H -0.664 2.720 0.162 0.516
H -0.828 1.621 -2.036 0.451
H -2.278 -0.355 -2.321 0.539
H -3.611 -1.188 -0.427 0.350
H -2.462 -3.898 4.001 0.418
H -4.503 -3.469 5.250 0.440
H -4.862 -2.039 4.279 0.296
H -3.472 -2.035 5.356 0.341
H -3.435 -4.439 1.791 0.395
H -4.805 -3.374 2.122 0.259
H -4.558 -4.819 3.098 0.474
H 0.231 -0.684 -1.955 -0.235
H 1.697 -2.664 -5.628 0.265
H 1.618 -3.932 -4.399 0.322
H 0.193 -3.578 -5.427 0.384
H 2.964 0.021 -3.039 0.469
H -0.657 0.941 -5.418 0.244
H 0.537 1.702 -6.484 0.404
H 0.030 2.506 -4.964 0.283
H 1.495 1.529 -0.805 0.054
H 3.725 4.343 -3.259 0.374
H 2.874 5.574 -2.290 0.390
H 4.290 4.721 -1.635 0.298